Formula: C39H32HfN8O5S
Source: the Open Molecules 2025 dataset
Level of theory: wB97M-V/def2-TZVPD

The geometry in XYZ format:
```
86
Properties=species:S:1:pos:R:3
Hf 1.05593 -1.00788 -0.35720
O 2.85706 -3.37949 -2.83156
S 3.02542 -2.85195 -1.45479
O 4.20477 -3.37840 -0.78951
O 3.02119 -1.31616 -1.35171
O 1.76931 -3.10765 -0.67274
N -1.05333 5.43999 7.56784
C -0.71755 4.68923 6.74010
C -0.31554 3.77059 5.70380
C 0.10220 4.16611 4.44305
C 0.31045 3.31704 3.41790
C 0.15736 1.91411 3.46947
C -0.31428 1.49027 4.78057
C -0.57532 2.37635 5.82893
C 0.51808 1.08906 2.39618
C 0.55584 -0.38896 2.48895
C -0.12296 -1.39499 3.24145
C 0.48162 -2.66303 3.01100
C 1.47779 -2.43947 2.09143
N 1.45626 -1.09999 1.72940
C 1.26078 1.72485 1.26109
C 2.43923 2.39380 1.22486
C 2.91286 2.51174 -0.10946
C 1.96089 2.00324 -0.92583
N 1.01272 1.44111 -0.12376
H 0.37858 5.25787 4.31002
H 0.74418 3.66348 2.50805
H -0.39941 0.44158 5.01574
H -1.03470 2.04457 6.76850
H -0.97304 -1.19035 3.91222
H 0.30289 -3.63038 3.43064
H 2.21947 -3.08108 1.61096
H 2.95600 2.77790 2.06294
H 3.83781 2.93248 -0.42902
H 1.97687 1.84742 -2.01017
C -0.98685 -1.61779 -4.58509
C -0.64178 -1.93255 -3.27388
N 0.62126 -1.60100 -2.78876
C 1.49154 -1.04971 -3.64231
C 1.15143 -0.71968 -4.97259
C -0.12687 -0.96993 -5.42626
C 2.07527 -0.05073 -5.89069
C 3.34465 0.32968 -5.71912
C 4.18371 0.14372 -4.52257
C 4.42227 1.23075 -3.67346
C 5.32273 1.01613 -2.66562
N 5.80316 -0.18658 -2.41603
C 5.31136 -1.22049 -3.14660
N 4.63410 -1.08134 -4.25243
H -1.97476 -1.91953 -4.95218
H -1.25217 -2.47341 -2.54958
H 2.50420 -0.90391 -3.28208
H -0.50558 -0.85914 -6.42971
H 1.64162 0.12708 -6.89246
H 3.79427 0.88136 -6.52377
H 3.91460 2.17462 -3.89343
H 5.67223 1.82940 -2.03109
H 5.51339 -2.18923 -2.70795
C -0.20222 0.70419 -0.62103
C -1.40721 1.48333 -0.44292
C -1.47720 2.76318 0.17865
C -2.67638 3.26565 0.63024
C -3.89592 2.64753 0.30216
C -3.87753 1.42950 -0.46125
C -2.64854 0.92030 -0.84761
H -0.64946 3.33240 0.55954
H -2.65188 4.19277 1.20518
H -4.77898 3.00585 0.76526
H -4.82729 0.96969 -0.71044
H -2.68148 0.09685 -1.49501
N -0.99221 -2.05802 0.01234
C -1.81657 -2.32450 0.75493
N -2.78164 -2.77130 1.61146
C -3.58468 -1.76831 2.36357
C -4.81625 -1.32536 1.47912
O -5.58058 -2.45505 1.03389
C -4.75244 -3.27630 0.26900
C -3.68063 -3.80951 1.15222
H -2.99877 -0.89160 2.68550
H -3.96079 -2.25815 3.28149
H -4.46205 -0.75922 0.59352
H -5.48125 -0.67514 2.02663
H -4.29748 -2.78152 -0.62604
H -5.38143 -4.09127 -0.03925
H -2.99375 -4.53534 0.61427
H -4.04860 -4.35134 2.00295
```

As for the LUMO energy: 3.81 eV. Its net charge is -2. For the maximum force, the calculation gives 3.688 eV/Å. Its orbital gap is 4.3 eV. The calculation puts the total energy at -75262.5794 eV.

These are the Mulliken partial charges, in e, on atoms 1 to 5:
1 Hf 1.164
2 O -0.657
3 S 1.210
4 O -0.775
5 O -0.892

Formula: C39H32KN7O3S5
Source: the Open Molecules 2025 dataset
Level of theory: wB97M-V/def2-TZVPD

The geometry in XYZ format:
```
87
Properties=species:S:1:pos:R:3
K 1.99668 -0.77502 2.47030
C -0.04020 2.88075 5.30478
C 0.70291 2.25551 4.15140
N 1.21127 1.07730 4.20334
N 1.19336 0.38072 5.34342
C 1.06742 -0.93721 5.22173
O 0.66044 -1.55334 4.20663
C 1.40116 -1.69770 6.46773
C 1.30850 -1.12906 7.73487
C 1.64049 -1.86719 8.86057
C 2.08539 -3.17675 8.73136
C 2.18449 -3.74649 7.46957
C 1.83411 -3.01473 6.34523
C 0.80860 2.94943 2.86336
C 0.03521 4.08486 2.58049
C 0.08048 4.63466 1.31194
C 0.89436 4.05735 0.35002
C 1.65186 2.95449 0.72766
N 1.62261 2.42453 1.93749
H 0.18146 2.29348 6.19403
H -1.12079 2.85522 5.13505
H 0.25857 3.91814 5.47166
H 0.97598 -0.10420 7.82568
H 1.55627 -1.42028 9.84470
H 2.35579 -3.74952 9.61099
H 2.53918 -4.76414 7.36139
H 1.89633 -3.45392 5.35715
H -0.60877 4.50722 3.34031
H -0.52452 5.50094 1.06931
H 0.94013 4.44751 -0.65831
H 2.31116 2.46082 0.01857
C -5.49259 2.44357 -10.16334
O -4.25273 1.78005 -10.07634
C -3.73547 1.60064 -8.82625
C -4.34565 2.03204 -7.65480
C -3.74240 1.79118 -6.43367
C -2.52172 1.12152 -6.33820
C -1.92188 0.70139 -7.53232
C -2.51630 0.93665 -8.75407
C -1.92691 0.89857 -5.03256
N -2.45854 1.26161 -3.88638
C -1.56975 0.87567 -2.92205
C -0.46778 0.26332 -3.49202
N -0.71389 0.28160 -4.83926
C 0.63570 -0.23327 -2.74704
C 1.76343 -0.86533 -3.30061
C 2.76849 -1.28918 -2.47431
C 2.65769 -1.03493 -1.09598
N 1.60725 -0.44953 -0.55836
C 0.58411 -0.07794 -1.34346
C -0.61538 0.46711 -0.71302
N -0.69778 0.41995 0.62756
C -1.77000 0.89585 1.21958
C -2.83499 1.48679 0.53036
C -2.78585 1.51978 -0.84266
C -1.67582 0.97658 -1.49806
H -5.73883 2.48872 -11.22154
H -5.43742 3.46312 -9.76911
H -6.27957 1.89960 -9.63220
H -5.29016 2.55814 -7.68176
H -4.21018 2.12108 -5.51573
H -0.97377 0.17793 -7.51471
H -2.04742 0.61024 -9.67349
H -0.10489 -0.07354 -5.55260
H 1.82147 -1.02012 -4.37397
H 3.63871 -1.80194 -2.85866
H 3.46995 -1.29789 -0.42362
H -1.79365 0.80158 2.30167
H -3.68061 1.89366 1.06898
H -3.58928 1.94133 -1.43418
S 8.31663 -6.14237 1.02006
C 7.04531 -5.06538 1.06956
S 5.39781 -5.49667 0.83783
C 4.64269 -3.90260 1.01778
C 5.52299 -2.88505 1.27226
S 5.17657 -1.22278 1.47610
S 7.21955 -3.38440 1.37932
S 2.94477 -3.80293 0.86316
C -0.86099 -2.67279 0.99895
C -2.13976 -2.35334 1.75795
O -1.96669 -2.15777 3.15261
H -1.09808 -3.03952 -0.00230
H -0.28144 -3.43641 1.52099
H -0.25566 -1.77328 0.88239
H -2.85340 -3.17821 1.65713
H -2.60888 -1.46196 1.31199
H -1.05694 -1.88354 3.35998
```

As for the LUMO energy: 2.70 eV. Its net charge is -2. For the maximum force, the calculation gives 2.185 eV/Å. Its orbital gap is 3.0 eV. The calculation puts the total energy at -128041.0380 eV.

These are the Mulliken partial charges, in e, on atoms 1 to 5:
1 K 1.158
2 C -1.433
3 C -0.057
4 N 0.612
5 N -0.979

Formula: C39H32N2O6S5V
Source: the Open Molecules 2025 dataset
Level of theory: wB97M-V/def2-TZVPD

The geometry in XYZ format:
```
85
Properties=species:S:1:pos:R:3
V -0.40037 -0.94576 -0.07656
O 3.47659 -2.99857 0.44557
C 2.60821 -2.11507 0.55820
O 1.40554 -2.16851 0.13927
C 3.13929 -0.78777 1.15221
C 3.44177 0.13411 -0.04713
C 4.17082 1.41372 0.42287
C 2.98793 2.27215 0.95902
C 1.85967 1.24312 0.88645
O 2.12793 0.62675 -0.38534
C 2.13701 0.13537 1.92987
C 0.91341 -0.61298 2.44257
O 0.93731 -1.13001 3.54468
O -0.12859 -0.56865 1.65355
H 4.02698 -1.03500 1.72477
H 3.89774 -0.37352 -0.89056
H 4.68538 1.90568 -0.40461
H 4.90302 1.17778 1.19785
H 2.76105 3.09754 0.28222
H 3.14454 2.66890 1.96410
H 0.84756 1.63436 0.88682
H 2.60359 0.56927 2.81149
S -4.72826 -2.35720 0.33684
C -3.15055 -1.81117 0.15761
S -2.68326 -0.16856 -0.14452
S -1.75013 -2.84923 0.22942
S -0.01475 4.22371 6.03070
C 0.26937 3.15746 7.33257
C 0.22039 1.86508 6.92861
C -0.05626 1.73905 5.52873
C -0.21238 2.93554 4.90951
C -0.45402 3.17625 3.46056
C -0.90252 2.10716 2.64862
N -0.97630 2.17998 1.34686
C -0.63757 3.31152 0.73819
C -0.31099 4.46700 1.43339
C -0.00348 5.67003 0.69915
C 0.01080 5.66594 -0.65218
C -0.25908 4.46063 -1.39862
C -0.19421 4.40423 -2.80953
C -0.40775 3.23126 -3.45374
C -0.69073 2.09748 -2.64496
N -0.75989 2.12269 -1.33666
C -0.56902 3.29130 -0.72022
C -0.31511 3.11166 -4.93869
C -0.01673 4.08284 -5.84191
C 0.01789 3.60388 -7.18268
C -0.25902 2.27158 -7.25140
S -0.55469 1.60760 -5.72363
C -0.22555 4.36768 2.84154
H 0.46090 3.55002 8.32208
H 0.38254 1.02179 7.58922
H -0.09470 0.78843 5.00285
H -1.21566 1.16298 3.09102
H 0.24612 6.56934 1.25228
H 0.26287 6.56636 -1.20305
H 0.04376 5.30740 -3.36336
H -0.86733 1.12933 -3.10691
H 0.17790 5.11432 -5.56736
H 0.24068 4.21781 -8.04561
H -0.30136 1.63242 -8.12320
H 0.06837 5.23953 3.41888
C -0.59541 -3.07981 -8.11286
C -0.30054 -2.52010 -6.73862
C -1.25292 -2.53580 -5.71794
C -1.01285 -2.04061 -4.44220
C -2.10948 -2.09002 -3.40290
C 0.26698 -1.48137 -4.13970
C 0.60305 -0.91917 -2.88905
O -0.09862 -1.00651 -1.77306
C 1.25124 -1.46075 -5.18422
C 2.62916 -0.90657 -4.92720
C 0.95124 -1.97452 -6.43408
H -1.65971 -3.30629 -8.22313
H -0.03672 -4.00600 -8.30187
H -0.31645 -2.37309 -8.90401
H -2.23756 -2.95256 -5.92465
H -3.05116 -2.40018 -3.86275
H -2.26658 -1.12680 -2.91388
H -1.87673 -2.78920 -2.59750
H 1.52038 -0.35730 -2.80124
H 3.12720 -1.44753 -4.11450
H 2.59510 0.15225 -4.63504
H 3.24293 -0.98822 -5.82816
H 1.72289 -1.95169 -7.20732
```

As for the LUMO energy (spin up / spin down): 3.27 / 3.27 eV. Its net charge is -2. For the maximum force, the calculation gives 2.879 eV/Å. Its orbital gap (spin up / spin down) is 3.5 / 3.4 eV. As for the multiplicity: 2. The calculation puts the total energy at -136095.9010 eV.

These are the Mulliken partial charges, in e, on atoms 1 to 5:
1 V 0.575
2 O -0.829
3 C -0.086
4 O -0.660
5 C -0.143